# C72H160F30N8O2P5

13 unconnected molecules or ions with the total composition C72H160F30N8O2P5 in a non-equilibrium geometry (ωB97M-V/def2-TZVPD, OMol25).

Cartesian coordinates (Å):
1 C -0.743 -1.396 5.001
2 C -1.889 -1.699 4.068
3 C -2.265 -3.168 4.077
4 C -1.023 -4.111 3.838
5 N -1.324 -5.487 4.271
6 C -1.734 -5.516 5.754
7 C -0.813 -6.576 6.407
8 C 0.449 -6.428 5.649
9 C -0.015 -6.402 4.222
10 C -2.366 -6.063 3.366
11 C -2.067 -5.969 1.903
12 C -3.009 -6.854 1.050
13 H -0.650 -0.339 5.152
14 H 0.280 -1.747 4.755
15 H -1.007 -1.946 5.914
16 H -1.704 -1.279 3.061
17 H -2.766 -1.300 4.487
18 H -3.063 -3.359 3.364
19 H -2.641 -3.362 5.087
20 H -0.217 -3.815 4.492
21 H -0.720 -4.062 2.795
22 H -2.788 -5.835 5.776
23 H -1.534 -4.563 6.257
24 H -1.301 -7.551 6.226
25 H -0.773 -6.313 7.484
26 H 1.148 -7.276 5.841
27 H 1.051 -5.470 5.853
28 H -0.383 -7.342 3.872
29 H 0.637 -5.953 3.486
30 H -3.320 -5.512 3.588
31 H -2.490 -7.043 3.784
32 H -1.006 -6.275 1.858
33 H -2.090 -4.899 1.520
34 H -4.035 -6.446 1.214
35 H -2.995 -7.930 1.321
36 H -2.873 -6.713 -0.020
37 C 1.576 7.199 -0.379
38 C 0.286 6.383 -0.100
39 C -0.430 6.094 -1.385
40 C -1.224 7.341 -1.765
41 N -2.278 7.207 -2.803
42 C -2.951 8.515 -2.961
43 C -4.234 8.395 -2.161
44 C -4.693 7.026 -2.650
45 C -3.423 6.235 -2.398
46 C -1.757 6.628 -4.052
47 C -0.812 7.478 -4.870
48 C -0.654 6.861 -6.229
49 H 2.422 6.677 -0.820
50 H 1.925 7.609 0.590
51 H 1.352 8.057 -0.993
52 H -0.247 7.002 0.608
53 H 0.448 5.438 0.373
54 H -1.100 5.240 -1.371
55 H 0.338 5.869 -2.111
56 H -0.561 8.154 -2.000
57 H -1.701 7.692 -0.844
58 H -3.265 8.633 -4.047
59 H -2.299 9.265 -2.646
60 H -4.982 9.124 -2.457
61 H -4.021 8.414 -1.071
62 H -5.098 7.039 -3.646
63 H -5.418 6.530 -1.988
64 H -3.341 5.338 -3.009
65 H -3.374 5.913 -1.384
66 H -2.652 6.389 -4.649
67 H -1.307 5.704 -3.716
68 H 0.066 7.562 -4.274
69 H -1.083 8.518 -4.960
70 H 0.189 7.285 -6.698
71 H -1.529 7.041 -6.842
72 H -0.546 5.774 -6.212
73 C 2.590 2.253 4.954
74 C 2.645 3.760 5.265
75 C 3.876 4.124 6.099
76 C 5.122 3.673 5.456
77 N 6.374 4.490 5.771
78 C 6.269 5.961 5.319
79 C 7.725 6.422 5.041
80 C 8.567 5.131 5.018
81 C 7.493 3.977 4.936
82 C 6.716 4.551 7.179
83 C 6.957 3.220 7.929
84 C 6.540 3.276 9.357
85 H 3.451 1.959 4.367
86 H 1.669 2.020 4.383
87 H 2.691 1.678 5.874
88 H 1.699 4.019 5.790
89 H 2.638 4.241 4.267
90 H 3.724 3.684 7.129
91 H 3.931 5.162 6.323
92 H 4.998 3.770 4.300
93 H 5.347 2.634 5.650
94 H 5.662 6.442 6.086
95 H 5.653 5.873 4.463
96 H 7.990 7.134 5.796
97 H 7.745 6.905 4.090
98 H 9.164 5.023 5.929
99 H 9.276 5.002 4.246
100 H 7.901 3.003 5.304
101 H 7.135 3.781 3.931
102 H 5.969 5.144 7.728
103 H 7.610 5.104 7.299
104 H 7.999 3.003 7.638
105 H 6.444 2.436 7.409
106 H 6.788 2.348 9.876
107 H 5.479 3.466 9.218
108 H 6.915 4.057 9.966
109 C 1.868 -6.331 -7.126
110 C 1.941 -7.690 -6.346
111 C 2.455 -7.518 -4.936
112 C 1.365 -6.838 -4.038
113 N 1.715 -6.719 -2.568
114 C 1.944 -8.052 -1.972
115 C 1.583 -8.062 -0.448
116 C 0.722 -6.819 -0.285
117 C 0.542 -6.291 -1.737
118 C 2.925 -5.850 -2.374
119 C 2.938 -4.506 -3.058
120 C 4.140 -3.647 -2.583
121 H 1.584 -6.610 -8.144
122 H 2.837 -5.860 -7.131
123 H 1.150 -5.645 -6.688
124 H 2.607 -8.339 -6.896
125 H 0.967 -8.231 -6.406
126 H 3.358 -6.927 -4.832
127 H 2.632 -8.500 -4.522
128 H 0.428 -7.407 -4.053
129 H 1.032 -5.884 -4.446
130 H 2.943 -8.449 -2.120
131 H 1.277 -8.704 -2.522
132 H 2.452 -8.172 0.222
133 H 1.011 -8.961 -0.240
134 H 1.105 -6.032 0.395
135 H -0.240 -7.131 0.052
136 H 0.468 -5.225 -1.825
137 H -0.294 -6.706 -2.228
138 H 3.772 -6.459 -2.729
139 H 2.882 -5.710 -1.277
140 H 1.993 -4.052 -2.752
141 H 2.983 -4.595 -4.125
142 H 5.064 -4.292 -2.567
143 H 3.945 -3.335 -1.539
144 H 4.349 -2.795 -3.232
145 C -3.726 0.898 2.933
146 C -2.558 1.712 3.506
147 C -1.199 1.435 2.718
148 C -1.368 1.633 1.188
149 N -0.217 1.119 0.375
150 C 1.100 1.652 0.830
151 C 1.986 1.543 -0.416
152 C 1.092 1.889 -1.562
153 C -0.366 1.665 -1.058
154 C -0.116 -0.387 0.335
155 C -1.504 -1.079 0.376
156 C -1.329 -2.549 -0.111
157 H -3.976 1.240 1.983
158 H -4.584 0.951 3.630
159 H -3.406 -0.094 2.768
160 H -2.417 1.384 4.545
161 H -2.725 2.806 3.538
162 H -0.848 0.439 2.918
163 H -0.426 2.141 3.049
164 H -1.455 2.667 0.862
165 H -2.285 1.126 0.871
166 H 1.403 1.073 1.691
167 H 0.950 2.733 1.088
168 H 2.349 0.551 -0.489
169 H 2.932 2.154 -0.321
170 H 1.381 1.363 -2.457
171 H 1.152 2.941 -1.843
172 H -0.890 0.952 -1.679
173 H -0.897 2.598 -0.972
174 H 0.602 -0.710 1.103
175 H 0.306 -0.598 -0.643
176 H -2.190 -0.613 -0.336
177 H -2.005 -0.960 1.324
178 H -2.267 -2.999 -0.033
179 H -0.554 -3.017 0.440
180 H -1.077 -2.517 -1.154
181 C -6.498 -2.576 1.084
182 C -5.274 -2.493 0.231
183 C -5.368 -1.590 -1.015
184 C -6.351 -2.139 -2.108
185 N -6.430 -1.339 -3.370
186 C -7.524 -1.876 -4.283
187 C -6.977 -1.745 -5.712
188 C -5.469 -1.342 -5.568
189 C -5.137 -1.620 -4.096
190 C -6.429 0.173 -3.255
191 C -7.428 0.760 -2.288
192 C -6.929 2.132 -1.826
193 H -6.813 -1.629 1.488
194 H -6.399 -3.328 1.884
195 H -7.378 -2.858 0.519
196 H -4.977 -3.474 -0.166
197 H -4.415 -2.051 0.735
198 H -4.345 -1.503 -1.455
199 H -5.673 -0.619 -0.679
200 H -7.324 -2.248 -1.695
201 H -6.030 -3.130 -2.408
202 H -8.424 -1.305 -4.088
203 H -7.646 -2.924 -4.011
204 H -7.386 -0.962 -6.326
205 H -7.084 -2.701 -6.211
206 H -5.253 -0.313 -5.860
207 H -4.699 -1.879 -6.130
208 H -4.315 -1.039 -3.674
209 H -4.917 -2.658 -4.002
210 H -6.623 0.558 -4.229
211 H -5.459 0.516 -3.000
212 H -7.507 0.023 -1.468
213 H -8.420 0.702 -2.754
214 H -7.348 2.400 -0.861
215 H -7.163 3.015 -2.451
216 H -5.850 2.129 -1.634
217 C 1.422 2.191 -6.245
218 C 1.019 0.637 -6.203
219 O 1.631 -0.283 -5.868
220 N -0.380 0.401 -6.802
221 H -0.967 1.115 -6.456
222 H -0.188 0.578 -7.773
223 C -0.900 -0.995 -6.445
224 H 1.122 2.491 -5.217
225 H 0.784 2.792 -6.870
226 H 2.504 2.295 -6.399
227 H -0.682 -0.966 -5.396
228 H -0.209 -1.681 -6.971
229 H -1.990 -1.028 -6.679
230 C 5.648 0.245 1.720
231 C 5.645 -0.911 0.764
232 O 5.409 -1.026 -0.381
233 N 6.208 -2.206 1.418
234 H 6.741 -1.884 2.239
235 H 5.437 -2.668 1.852
236 C 7.048 -3.008 0.387
237 H 6.629 0.331 2.179
238 H 5.011 0.038 2.633
239 H 5.307 1.144 1.274
240 H 7.530 -3.778 0.955
241 H 7.804 -2.336 0.032
242 H 6.272 -3.260 -0.336
243 P 2.901 -3.469 2.018
244 F 3.398 -1.989 1.431
245 F 3.997 -4.295 1.090
246 F 4.115 -3.336 3.045
247 F 2.415 -4.832 2.640
248 F 1.927 -2.656 2.941
249 F 1.796 -3.587 0.884
250 P -1.790 -3.871 -3.884
251 F -2.259 -2.317 -3.652
252 F -0.547 -3.579 -2.900
253 F -2.772 -4.273 -2.646
254 F -1.341 -5.415 -3.997
255 F -3.029 -4.117 -4.892
256 F -0.853 -3.500 -5.110
257 P -3.395 5.149 1.589
258 F -2.899 6.088 2.731
259 F -2.807 6.113 0.455
260 F -1.946 4.411 1.526
261 F -3.938 4.215 0.333
262 F -3.977 4.098 2.661
263 F -4.786 5.914 1.469
264 P 4.385 4.378 1.403
265 F 4.788 3.431 0.204
266 F 3.810 3.066 2.194
267 F 5.823 4.032 2.052
268 F 3.962 5.230 2.743
269 F 4.941 5.712 0.763
270 F 2.925 4.654 0.757
271 P -2.496 2.075 -4.393
272 F -0.982 1.358 -4.223
273 F -1.811 2.793 -5.655
274 F -2.924 0.836 -5.309
275 F -3.879 2.749 -4.615
276 F -2.957 1.236 -3.083
277 F -2.031 3.249 -3.455

* total charge: +3
* HOMO: -0.561 hartree
* Kohn-Sham gap: 10.6 eV